Below is a molecular structure, C17H13Br2Cl2NOPdS, with properties calculated with ωB97M-V/def2-TZVPD.

The value obtained for the electronic energy is -7380.12071 Ha. The calculation puts the relative energy (zero: lowest compared OMol25 entry of this formula, charge and spin) at 35.6 kJ/mol.

Each line ends with the Löwdin charge.
Positions of all 38 atoms, in Å:
Pd 0.32958 0.60644 -1.10771  0.552
C 2.64375 1.39186 1.51836  -0.059
C 2.51836 -0.05994 1.17534  -0.305
C 3.27518 -0.99978 1.91031  -0.008
C 3.20918 -2.32604 1.61527  -0.014
C 2.40250 -2.76191 0.54399  -0.190
C 2.28585 -4.10526 0.11929  -0.630
Br 3.21434 -5.48320 1.03154  0.769
C 1.50765 -4.42795 -0.95447  -0.169
C 0.81620 -3.43136 -1.65511  -0.609
Br -0.22924 -3.91376 -3.14450  0.798
C 0.88021 -2.09610 -1.29205  -0.408
O 0.25532 -1.16558 -1.96037  -0.275
C 1.68088 -1.77199 -0.15463  -0.130
N 1.72586 -0.44168 0.19283  0.053
H 3.44375 1.53911 2.24073  0.080
H 1.71963 1.77270 1.94782  0.030
H 2.86684 1.97976 0.62837  0.071
H 3.90575 -0.64257 2.71232  0.114
H 3.78087 -3.04961 2.17993  0.082
H 1.42119 -5.45510 -1.27943  0.097
Cl 0.14789 2.80268 -0.12449  0.613
C -1.19555 2.69427 1.06481  -0.892
Cl -1.07814 1.25315 2.06063  0.581
H -2.12539 2.67013 0.50921  -0.010
H -1.10164 3.57966 1.68276  0.040
S -1.05203 1.30945 -2.77068  0.594
C -2.49277 1.72502 -1.83415  -0.705
C -3.10382 0.77774 -1.00688  -0.141
C -4.21490 1.11533 -0.24912  -0.097
C -4.75033 2.39664 -0.32192  -0.102
C -4.16574 3.33628 -1.16095  -0.098
C -3.04009 3.00677 -1.90568  -0.141
H -2.69055 -0.22231 -0.96549  0.101
H -4.66971 0.37363 0.39527  0.106
H -5.62131 2.65736 0.26518  0.100
H -4.58112 4.33389 -1.22992  0.102
H -2.56717 3.74288 -2.54311  0.101

Below is a molecular structure, C17H13Cl2N2O5Tc in a non-equilibrium geometry, with properties calculated with ωB97M-V/def2-TZVPD.

Its spin multiplicity is 2. Its total charge is +1. The value obtained for the electronic energy is -2142.26146 Ha. The calculation puts the relative energy (zero: lowest compared OMol25 entry of this formula, charge and spin) at 0.0 kJ/mol.

Each line ends with the Mulliken spin population.
Positions of all 40 atoms, in Å:
Tc -0.77348 -0.33985 -0.38263  0.966
C -3.64803 -1.44610 2.64048  -0.004
O -2.63453 -2.08940 3.42359  0.000
C -1.39567 -1.56989 3.52509  -0.005
C -0.73180 -1.79412 4.73030  0.000
C 0.55147 -1.32972 4.95733  0.000
C 1.21376 -0.61868 3.97282  0.001
C 0.59661 -0.40546 2.74318  -0.007
C 1.31506 0.32279 1.73448  -0.006
N 0.90275 0.47676 0.52758  -0.030
N 1.66719 1.30126 -0.28253  -0.006
C 1.05497 1.50972 -1.38807  -0.002
O -0.18308 0.95889 -1.56975  0.012
C 1.58426 2.31827 -2.47899  0.004
C 2.87117 2.84996 -2.37784  0.002
C 3.37291 3.61900 -3.40992  -0.001
C 2.59912 3.85807 -4.54030  0.002
C 1.32054 3.32876 -4.64128  -0.002
C 0.80822 2.55748 -3.61187  0.007
C -0.70553 -0.88191 2.52246  0.025
O -1.31556 -0.70902 1.30972  0.041
H -4.59032 -1.82596 3.02309  0.001
H -3.55740 -1.69975 1.58654  0.000
H -3.61269 -0.36453 2.77295  0.001
H -1.27224 -2.33739 5.49417  0.000
H 1.02711 -1.51331 5.91014  0.000
H 2.21040 -0.23297 4.14130  0.000
H 2.25675 0.79587 1.99681  -0.001
H 3.46302 2.65467 -1.49455  0.000
H 4.36888 4.03360 -3.33712  0.000
H 2.99676 4.46078 -5.34593  0.000
H 0.72166 3.51862 -5.52126  0.000
H -0.18927 2.14715 -3.68282  -0.003
Cl -0.71844 -4.43347 -2.97737  0.000
C -2.00088 -3.59344 -2.13945  0.000
Cl -2.56849 -4.45147 -0.69197  0.000
C -1.54020 -2.25611 -1.62580  -0.002
O -0.31417 -2.08639 -1.22554  -0.003
O -2.30286 -1.27536 -1.48221  0.012
H -2.84797 -3.45737 -2.80484  0.000

Below is 13 unconnected molecules or ions with the total composition C17H13Cl48IN5O2P2 in a non-equilibrium geometry, with properties calculated with ωB97M-V/def2-TZVPD.

Its total charge is +1. The value obtained for the electronic energy is -24149.06502 Ha.

Each line ends with the Löwdin charge.
Positions of all 88 atoms, in Å:
C -0.31955 1.61515 1.19737  -0.003
C -0.84418 2.37603 0.25319  -0.220
N -1.36622 1.91734 -1.04040  0.022
C -0.42230 1.99044 -2.02180  -0.389
N 0.17828 3.11056 -2.31899  0.197
N -0.11040 0.80859 -2.65886  -0.072
P -0.31162 0.66534 -4.36683  0.450
N 0.04244 -0.73871 -4.89393  -0.126
O -1.84409 1.14056 -4.54175  -0.133
O 0.57616 1.79559 -5.04446  -0.160
C -0.90881 -0.24981 -1.95905  -0.716
I 0.41374 -1.45419 -0.76921  0.929
C -1.98458 0.58327 -1.26781  -0.429
P -3.11335 -0.13381 0.02277  0.738
N -3.37150 0.78485 1.25185  -0.265
H -0.50198 0.55377 1.33637  0.030
H 0.31706 2.09536 1.93688  -0.037
H -1.00379 3.43843 0.42817  0.009
H -0.20962 4.00207 -2.04290  0.057
H 1.08751 3.13514 -2.75979  0.114
H -0.73877 -1.23479 -5.30923  0.016
H -2.27107 0.66157 -5.26573  0.102
H 0.80557 1.42476 -5.91494  0.099
H -1.32661 -0.96814 -2.66115  0.067
H -2.68879 0.76406 -2.09733  0.098
H -2.49359 -1.37257 0.26838  -0.037
H -4.24253 -0.44657 -0.75480  0.019
H -4.35108 1.02083 1.36452  -0.024
C 3.09345 5.15109 0.38117  -2.024
Cl 3.74004 5.10463 2.01072  0.566
Cl 2.67532 6.80484 -0.06552  0.539
Cl 4.27266 4.50308 -0.76319  0.544
Cl 1.62201 4.14619 0.30227  0.528
C -3.77177 1.27857 5.48682  -2.040
Cl -3.34629 0.97616 7.17396  0.540
Cl -4.60595 -0.13316 4.83374  0.509
Cl -4.82490 2.69067 5.38028  0.537
Cl -2.29541 1.58627 4.55996  0.460
C -1.80299 -3.54828 4.01108  -2.029
Cl -1.89611 -3.91089 2.27807  0.503
Cl -1.74005 -1.80041 4.25294  0.462
Cl -3.23120 -4.19133 4.82332  0.499
Cl -0.34756 -4.28593 4.68160  0.545
C -0.33566 6.08040 -4.47788  -1.995
Cl -0.94604 4.43161 -4.82627  0.530
Cl 0.24805 6.79715 -5.96803  0.581
Cl -1.57464 7.09203 -3.76116  0.551
Cl 1.01094 5.95188 -3.32064  0.547
C -6.30151 -5.72910 7.74815  -2.053
Cl -6.90351 -7.38037 7.86655  0.537
Cl -5.63064 -5.46639 6.12658  0.473
Cl -7.62084 -4.59144 8.02185  0.530
Cl -5.03285 -5.46809 8.94588  0.531
C -4.16068 4.59943 -1.34868  -2.012
Cl -3.09372 5.16605 -0.06028  0.531
Cl -3.20042 4.53301 -2.83604  0.479
Cl -4.71395 2.96723 -0.94275  0.551
Cl -5.54003 5.66335 -1.55745  0.582
C 3.94223 -1.84364 -5.65250  -2.049
Cl 3.08496 -1.47353 -4.15641  0.495
Cl 5.66557 -2.04285 -5.32069  0.530
Cl 3.30046 -3.32795 -6.34615  0.513
Cl 3.72159 -0.50808 -6.79897  0.509
C 1.72617 1.21428 5.27996  -2.004
Cl 0.73830 1.86717 6.58038  0.546
Cl 3.41249 1.13371 5.78781  0.523
Cl 1.14894 -0.39312 4.84526  0.519
Cl 1.58330 2.26249 3.85303  0.517
C 5.77651 -6.87510 -7.70683  -2.049
Cl 6.44826 -8.25730 -6.84261  0.517
Cl 6.75099 -6.54665 -9.13973  0.540
Cl 4.11302 -7.22728 -8.19145  0.520
Cl 5.77890 -5.44318 -6.65955  0.460
C -0.87481 5.92002 3.56863  -2.009
Cl -0.59026 5.65306 1.83369  0.478
Cl 0.23018 7.15886 4.15197  0.563
Cl -2.54268 6.44192 3.79992  0.550
Cl -0.59659 4.40763 4.43182  0.489
C 3.25205 -8.62341 -3.73704  -2.050
Cl 1.57413 -8.09296 -3.92352  0.514
Cl 3.46877 -10.17627 -4.54748  0.531
Cl 4.32866 -7.43105 -4.46421  0.486
Cl 3.62570 -8.79470 -2.01958  0.528
C 5.64176 -3.06307 6.41160  -2.055
Cl 7.25089 -2.82416 7.09072  0.534
Cl 5.77355 -3.86841 4.84415  0.520
Cl 4.67596 -4.05602 7.50492  0.527
Cl 4.84890 -1.49378 6.19526  0.469

Below is a molecular structure, C17H13CoO4P in a non-equilibrium geometry, with properties calculated with ωB97M-V/def2-TZVPD.

Its spin multiplicity is 5. Its total charge is +3. The value obtained for the electronic energy is -2679.38544 Ha.

Each line ends with the Mulliken spin population.
Positions of all 36 atoms, in Å:
Co 0.82409 0.14911 -2.19984  1.631
O 0.57104 3.43099 -2.29486  -0.015
C 0.72554 2.29911 -2.18043  0.079
C 2.44384 -0.40704 -2.22371  -0.050
O 3.53659 -0.79885 -2.27045  0.058
C -0.70586 -0.58223 -2.43947  -0.046
O -1.71006 -1.14339 -2.62166  0.042
C 0.88955 0.25217 -3.95018  0.123
O 0.91584 0.30979 -5.10538  -0.003
C 2.24659 0.10213 0.87572  0.054
P 0.68682 0.06631 -0.03514  0.272
C 0.04024 -1.57945 0.47335  0.197
C -0.98958 -1.77596 1.40300  -0.014
C -1.46362 -3.07155 1.64672  0.280
C -0.87826 -4.17094 1.00998  0.265
C 0.18978 -3.98031 0.12806  0.083
C 0.64938 -2.68810 -0.13523  0.124
C -0.30147 1.39741 0.74345  0.268
C 0.34895 2.58708 1.11235  0.057
C -0.39165 3.72270 1.44789  0.155
C -1.78911 3.68188 1.41049  0.243
C -2.44264 2.49454 1.06122  0.232
C -1.70622 1.35385 0.72478  -0.021
H 2.87204 -0.73297 0.54198  -0.002
H 2.03095 -0.00365 1.94637  0.000
H 2.76992 1.04362 0.68292  0.004
H -1.42536 -0.92414 1.93023  0.005
H -2.29388 -3.22002 2.33683  0.002
H -1.24664 -5.18176 1.20189  -0.009
H 0.66772 -4.82919 -0.36300  0.007
H 1.48517 -2.54018 -0.83082  -0.032
H 1.44042 2.62773 1.12675  0.001
H 0.12884 4.64145 1.72404  0.008
H -2.36597 4.57947 1.64458  -0.009
H -3.53160 2.45541 1.04228  0.005
H -2.22141 0.43494 0.43527  0.005

Below is a single C17H13FN4OS molecule in a non-equilibrium geometry, with properties calculated with ωB97M-V/def2-TZVPD.

The value obtained for the electronic energy is -1447.46926 Ha. As for the structure (SMILES): O=C(CSc1ccc(-c2cccnc2)nn1)Nc1ccc(F)cc1.

Each line ends with the Löwdin charge.
Positions of all 37 atoms, in Å:
O -2.21471 -2.05965 -0.18795  0.072
C -2.00324 -0.95505 -0.72824  -0.602
N -2.96568 0.10048 -0.74718  0.136
C -4.36701 -0.08945 -0.22967  -0.244
C -5.18554 0.91246 -0.44194  -0.027
C -6.56109 1.00269 0.24053  0.083
C -7.09559 -0.19603 0.92253  -0.280
C -6.26332 -1.19611 0.73166  -0.085
C -4.99924 -1.18666 0.27783  -0.032
H -4.29848 -2.14328 0.43260  0.160
H -6.72047 -1.90394 1.32098  0.107
F -8.37686 0.02104 1.12156  0.095
H -7.10348 1.78837 0.01438  0.033
H -4.78436 2.07493 -0.69728  0.170
H -2.88692 0.89498 -1.23552  0.041
C -0.95209 -0.52100 -1.29601  -0.325
H -0.02666 -1.33891 -1.15518  0.169
H -1.08724 -0.49206 -2.41790  0.133
S -0.22887 1.27034 -0.93160  1.000
C 1.32035 0.92240 -0.36616  -0.610
N 1.80585 -0.32873 -0.80755  0.023
N 2.97622 -0.48395 -0.30627  0.040
C 3.89939 0.46195 0.08865  -0.203
C 3.37800 1.70315 0.46836  0.057
C 2.12112 2.09761 -0.20946  -0.016
H 1.76832 2.92158 0.18807  0.043
H 4.11675 2.23105 0.66603  0.022
C 5.32689 0.09761 0.23263  -0.129
C 5.74635 -1.18301 -0.32461  0.055
C 7.17304 -1.55096 -0.13629  0.009
C 7.88806 -0.66743 0.66111  -0.217
N 7.34360 0.20879 1.27124  0.067
C 6.15045 0.61652 1.20708  -0.094
H 5.73625 1.26423 1.77801  0.064
H 8.88122 -1.07612 0.91822  0.123
H 7.62581 -2.13959 -0.69586  0.008
H 5.23104 -1.66680 -1.31560  0.156